Record 1
DFT (ωB97M-V/def2-TZVPD) results for a 3-piece molecular cluster, C3H5F2N overall.

## Properties
E_HOMO = -10.997 eV
ΔE to the lowest compared entry with this formula, charge and spin = 264.73 kJ/mol
Kohn-Sham gap = 11.16 eV
lowest unoccupied orbital energy = 0.2 eV

The geometry in XYZ format:
```
11
Properties=species:S:1:pos:R:3:nbo_charge:R:1
C 0.639 -0.506 0.165 0.232
C 1.930 0.317 0.225 -0.674
C -2.692 -0.197 -0.424 0.418
N 0.304 -1.577 0.409 -0.272
F -3.275 -1.318 0.060 -0.336
F -2.583 0.823 0.555 -0.381
H 1.677 1.010 0.951 0.239
H 2.141 0.875 -0.637 0.235
H 2.898 -0.181 0.454 0.251
H -3.564 0.322 -1.209 0.132
H -1.396 -0.317 -1.091 0.157
```

Record 2
DFT (ωB97M-V/def2-TZVPD) results for a 2-piece molecular cluster, C3H5F2N overall.

## Properties
E_HOMO = -10.034 eV
ΔE to the lowest compared entry with this formula, charge and spin = 342.10 kJ/mol
Kohn-Sham gap = 10.86 eV
structure (SMILES) = N=C(F)F.C=C
lowest unoccupied orbital energy = 0.8 eV

The geometry in XYZ format:
```
11
Properties=species:S:1:pos:R:3:nbo_charge:R:1
C -1.136 0.829 -0.138 -0.396
C -1.658 -0.023 0.684 -0.287
C 1.914 -0.215 -0.151 0.949
N 0.910 -1.063 -0.051 -0.710
F 2.565 0.047 -1.312 -0.319
F 2.300 0.608 0.776 -0.272
H -1.816 1.733 -0.192 0.187
H -0.506 0.504 -0.831 0.185
H -1.134 -0.890 0.895 0.182
H 0.889 -1.552 -0.860 0.354
H -2.329 0.021 1.181 0.125
```

Record 3
DFT (ωB97M-V/def2-TZVPD) results for an isolated ion of composition C3H5F2N2 and charge +1.

## Properties
E_HOMO = -16.024 eV
ΔE to the lowest compared entry with this formula, charge and spin = 65.16 kJ/mol
Kohn-Sham gap = 12.25 eV
total charge = +1
structure (SMILES) = FC1=[NH+]C[C@H](F)N1
lowest unoccupied orbital energy = -3.8 eV

The geometry in XYZ format:
```
12
Properties=species:S:1:pos:R:3:nbo_charge:R:1
C -1.181 1.076 -0.245 0.915
C 0.763 0.027 0.448 -0.248
C -0.104 -0.764 -1.022 0.350
N -1.252 0.133 -1.136 -0.590
N -0.178 1.114 0.588 -0.553
F -2.129 1.987 -0.188 -0.227
F 0.861 -0.649 -2.025 -0.323
H 0.715 -0.687 1.323 0.255
H 1.777 0.261 -0.095 0.280
H -0.185 -1.824 -0.853 0.221
H -1.930 0.076 -1.857 0.467
H -0.373 1.722 1.361 0.454
```

Record 4
DFT (ωB97M-V/def2-TZVPD) results for C3H5F3S in the gas phase.

## Properties
E_HOMO = -9.615 eV
ΔE to the lowest compared entry with this formula, charge and spin = 159.88 kJ/mol
Kohn-Sham gap = 10.37 eV
structure (SMILES) = FC[C@H](S)C(F)F
lowest unoccupied orbital energy = 0.8 eV

The geometry in XYZ format:
```
12
Properties=species:S:1:pos:R:3:nbo_charge:R:1
C 0.098 0.319 -0.202 -0.463
C 0.393 -1.130 -0.202 0.009
C -0.987 0.776 0.865 0.560
H 1.549 0.715 -1.679 0.150
H -0.517 0.192 -1.271 0.242
H -0.611 -1.731 0.130 0.200
H 1.199 -1.489 0.482 0.192
H -1.416 1.798 0.674 0.187
F 0.718 -1.310 -1.537 -0.374
F -0.117 0.865 1.995 -0.374
F -1.828 -0.349 1.248 -0.355
S 1.519 1.345 -0.504 0.028
```

Record 5
DFT (ωB97M-V/def2-TZVPD) results for a 2-piece molecular cluster, C3H5F6N2P overall.

## Properties
E_HOMO = -8.970 eV
ΔE to the lowest compared entry with this formula, charge and spin = 140.29 kJ/mol
Kohn-Sham gap = 9.78 eV
structure (SMILES) = FC(F)(F)PC(F)(F)F.C=NN
lowest unoccupied orbital energy = 0.8 eV

The geometry in XYZ format:
```
17
Properties=species:S:1:pos:R:3:nbo_charge:R:1
C -1.817 -0.894 1.627 -0.157
C 0.562 1.850 -0.554 0.813
C 1.505 -0.954 0.044 0.753
N -1.479 -0.361 -0.524 -0.624
N -1.683 -0.086 0.709 -0.229
F -0.374 2.497 -1.279 -0.339
F 0.233 1.924 0.730 -0.307
F 1.747 2.412 -0.715 -0.329
F 2.350 -1.851 -0.483 -0.335
F 2.238 -0.222 0.926 -0.342
F 0.652 -1.591 0.784 -0.312
P 0.905 0.065 -1.430 0.337
H -1.963 -1.987 1.559 0.147
H 2.311 0.533 -1.904 0.001
H -1.858 -0.431 2.604 0.184
H -1.849 0.354 -1.149 0.385
H -1.477 -1.256 -0.944 0.354
```

Record 6
DFT (ωB97M-V/def2-TZVPD) results for C3H5FINO2S as an isolated structure.

## Properties
E_HOMO = -9.261 eV
ΔE to the lowest compared entry with this formula, charge and spin = 0.00 kJ/mol
Kohn-Sham gap = 8.87 eV
lowest unoccupied orbital energy = -0.4 eV

The geometry in XYZ format:
```
14
Properties=species:S:1:pos:R:3:nbo_charge:R:1
C 2.469 -0.868 0.285 -0.448
C 1.323 -1.743 0.752 -0.275
C 1.729 -1.954 -0.437 0.416
N -2.862 1.191 0.154 -1.105
O -1.953 3.057 -1.210 -0.922
O -0.359 1.242 -0.336 -0.914
F 1.755 -2.617 -1.582 -0.285
S -1.829 1.611 -1.143 1.686
I -3.125 -0.803 0.341 0.325
H 2.069 0.143 0.123 0.182
H 3.537 -0.880 0.696 0.190
H -0.005 2.050 0.101 0.494
H 0.719 -2.188 1.472 0.219
H -3.468 1.757 0.786 0.438
```

Record 7
DFT (ωB97M-V/def2-TZVPD) results for C3H5FN2 as an isolated structure.

## Properties
E_HOMO = -9.792 eV
ΔE to the lowest compared entry with this formula, charge and spin = 374.82 kJ/mol
Kohn-Sham gap = 10.21 eV
lowest unoccupied orbital energy = 0.4 eV

The geometry in XYZ format:
```
11
Properties=species:S:1:pos:R:3:nbo_charge:R:1
C 1.719 0.717 0.922 0.226
C -0.888 0.707 -0.262 -0.478
C 1.013 -0.492 1.235 -0.367
N 2.082 1.802 0.816 -0.281
N -0.647 -0.539 0.397 0.016
F -1.524 -0.618 1.448 -0.274
H -1.924 0.644 -0.534 0.229
H -0.523 1.452 0.468 0.207
H -0.258 0.495 -1.228 0.227
H 1.530 -1.429 0.768 0.255
H 0.647 -0.590 2.171 0.239
```

Record 8
DFT (ωB97M-V/def2-TZVPD) results for C3H5FN2 in the gas phase.

## Properties
E_HOMO = -8.901 eV
ΔE to the lowest compared entry with this formula, charge and spin = 142.16 kJ/mol
Kohn-Sham gap = 9.90 eV
structure (SMILES) = N/N=C\C=C/F
lowest unoccupied orbital energy = 1.0 eV

The geometry in XYZ format:
```
11
Properties=species:S:1:pos:R:3:nbo_charge:R:1
C 1.179 -0.384 0.503 -0.032
C 0.792 -0.454 -0.928 -0.374
C -0.145 0.240 -1.546 0.249
H -1.305 -0.657 2.257 0.365
H -1.245 -0.671 0.594 0.340
H 2.237 -0.389 0.666 0.191
H 1.352 -1.124 -1.527 0.229
H -0.376 0.177 -2.624 0.178
N -0.930 -0.256 1.413 -0.616
N 0.435 -0.341 1.553 -0.202
F -0.906 1.159 -0.923 -0.329
```

Record 9
DFT (ωB97M-V/def2-TZVPD) results for C3H5FN4 in the gas phase.

## Properties
E_HOMO = -8.642 eV
ΔE to the lowest compared entry with this formula, charge and spin = 488.94 kJ/mol
Kohn-Sham gap = 8.44 eV
lowest unoccupied orbital energy = -0.2 eV

The geometry in XYZ format:
```
13
Properties=species:S:1:pos:R:3:nbo_charge:R:1
C 3.055 -0.082 -0.044 0.407
C 2.121 0.850 0.079 0.267
C -0.637 -1.283 0.311 -0.451
N 2.781 -1.445 -0.205 -0.318
N 1.574 -1.769 -0.073 0.020
N 0.653 -0.910 -0.177 -0.304
N 1.387 1.952 -0.071 -0.716
F 4.326 0.248 0.258 -0.301
H -0.810 -0.973 1.348 0.197
H -1.390 -0.581 -0.302 0.197
H -0.706 -2.421 0.342 0.230
H 0.424 1.950 0.282 0.398
H 1.343 2.354 -0.898 0.374
```

Record 10
DFT (ωB97M-V/def2-TZVPD) results for C3H5FO2 in the gas phase.

## Properties
E_HOMO = -10.387 eV
ΔE to the lowest compared entry with this formula, charge and spin = 293.45 kJ/mol
Kohn-Sham gap = 10.29 eV
structure (SMILES) = O=C[C@@H](O)CF
lowest unoccupied orbital energy = -0.1 eV

The geometry in XYZ format:
```
11
Properties=species:S:1:pos:R:3:nbo_charge:R:1
C -0.276 -0.015 -0.315 -0.006
C -0.228 -1.359 0.293 0.019
C 0.145 1.296 0.513 0.356
H 1.351 0.659 -1.292 0.509
H -1.328 0.339 -0.696 0.201
H -0.148 -2.231 -0.456 0.224
H 0.651 -1.131 1.020 0.182
H -0.197 1.854 1.509 0.202
O 0.449 0.027 -1.445 -0.729
O 1.090 1.937 -0.148 -0.568
F -1.509 -1.377 1.019 -0.390
```

Record 11
DFT (ωB97M-V/def2-TZVPD) results for a 2-piece molecular cluster, C3H5FO2 overall.

## Properties
E_HOMO = -9.686 eV
ΔE to the lowest compared entry with this formula, charge and spin = 148.68 kJ/mol
Kohn-Sham gap = 10.20 eV
structure (SMILES) = C=CF.O=CO
lowest unoccupied orbital energy = 0.5 eV

The geometry in XYZ format:
```
11
Properties=species:S:1:pos:R:3:nbo_charge:R:1
C 1.293 -0.024 0.897 -0.527
C -2.115 0.489 -1.406 0.660
C 2.535 -0.504 0.908 0.227
O -0.997 0.813 -1.210 -0.573
O -3.010 0.005 -0.512 -0.731
F 3.212 -0.704 -0.225 -0.337
H 0.560 0.120 1.744 0.214
H -2.514 0.695 -2.432 0.128
H 0.740 0.278 -0.014 0.246
H 3.139 -0.870 1.815 0.171
H -2.845 -0.298 0.435 0.522
```

Record 12
DFT (ωB97M-V/def2-TZVPD) results for C3H5FO2 in the gas phase.

## Properties
E_HOMO (alpha / beta) = -4.613 / -10.848 eV
ΔE to the lowest compared entry with this formula, charge and spin = 149.59 kJ/mol
Kohn-Sham gap (alpha / beta) = 5.35 / 8.22 eV
multiplicity = 3
lowest unoccupied orbital energy (alpha / beta) = 0.7 / -2.6 eV

The geometry in XYZ format:
```
11
Properties=species:S:1:pos:R:3:nbo_charge:R:1
C 1.053 -0.206 0.039 -0.387
C -0.013 -1.006 0.825 -0.151
C -0.562 0.542 -0.537 0.780
O -1.175 -0.477 0.190 -0.491
O -0.944 1.787 -0.330 -0.671
F -0.590 0.247 -1.946 -0.374
H 1.557 0.549 0.697 0.206
H 1.699 -0.737 -0.635 0.205
H -0.101 -2.251 0.894 0.190
H 0.105 -0.807 1.916 0.186
H -1.029 2.358 -1.114 0.507
```

Record 13
DFT (ωB97M-V/def2-TZVPD) results for C3H5FOS in the gas phase.

## Properties
E_HOMO = -9.684 eV
ΔE to the lowest compared entry with this formula, charge and spin = 198.91 kJ/mol
Kohn-Sham gap = 9.95 eV
structure (SMILES) = O=C(CF)CS
lowest unoccupied orbital energy = 0.3 eV

The geometry in XYZ format:
```
11
Properties=species:S:1:pos:R:3:nbo_charge:R:1
C 1.157 0.109 0.633 -0.676
C 0.647 -0.390 -0.686 0.527
C -0.949 -0.471 -0.745 -0.091
H -0.590 1.344 1.649 0.149
H 2.273 0.062 0.904 0.272
H 0.331 -0.513 1.430 0.272
H -1.528 -1.393 -1.295 0.216
H -1.213 0.422 -1.378 0.216
O 1.121 -0.315 -1.825 -0.516
F -1.710 -0.588 0.480 -0.394
S 0.460 1.732 0.834 0.026
```

Record 14
DFT (ωB97M-V/def2-TZVPD) results for C3H5FOS in the gas phase.

## Properties
E_HOMO = -9.301 eV
ΔE to the lowest compared entry with this formula, charge and spin = 172.99 kJ/mol
Kohn-Sham gap = 9.98 eV
lowest unoccupied orbital energy = 0.7 eV

The geometry in XYZ format:
```
11
Properties=species:S:1:pos:R:3:nbo_charge:R:1
C -0.086 1.015 0.556 -0.630
C -0.104 -1.090 -0.404 -0.637
C 0.941 -0.050 0.158 0.198
O -2.451 0.367 -0.799 -0.930
F 1.726 0.380 -0.879 -0.352
S -1.571 -0.118 0.308 1.199
H 0.179 1.270 1.640 0.229
H -0.313 1.928 0.080 0.261
H -0.013 -1.128 -1.512 0.263
H 0.160 -2.139 -0.047 0.230
H 1.533 -0.435 0.899 0.168
```

Record 15
DFT (ωB97M-V/def2-TZVPD) results for a 2-piece molecular cluster, C3H5FS overall.

## Properties
E_HOMO = -9.879 eV
ΔE to the lowest compared entry with this formula, charge and spin = 238.43 kJ/mol
Kohn-Sham gap = 10.61 eV
structure (SMILES) = C#C.FCS
lowest unoccupied orbital energy = 0.7 eV

The geometry in XYZ format:
```
10
Properties=species:S:1:pos:R:3:nbo_charge:R:1
C 0.766 2.067 2.217 -0.209
C 0.806 0.899 1.921 -0.238
C -0.206 -0.865 -1.710 -0.082
F -0.531 0.399 -2.308 -0.375
S -1.723 -1.781 -1.255 -0.025
H 0.776 3.101 2.530 0.242
H -1.475 -1.598 -0.001 0.113
H 0.957 -0.070 1.811 0.204
H 0.369 -0.682 -0.779 0.187
H 0.261 -1.471 -2.425 0.182
```

Record 16
DFT (ωB97M-V/def2-TZVPD) results for C3H5FeO4 as an isolated structure.

## Properties
E_HOMO (alpha / beta) = -6.551 / -8.905 eV
ΔE to the lowest compared entry with this formula, charge and spin = 467.92 kJ/mol
Kohn-Sham gap (alpha / beta) = 4.79 / 7.76 eV
multiplicity = 6
lowest unoccupied orbital energy (alpha / beta) = -1.8 / -1.1 eV

The geometry in XYZ format:
```
13
Properties=species:S:1:pos:R:3:nbo_charge:R:1
O 0.085 -0.382 -1.332 -0.545
C -1.258 -0.178 -1.273 0.956
C 1.006 0.443 -0.618 -0.260
O -2.010 -0.303 -2.193 -0.550
O -1.470 0.258 -0.044 -0.734
C 0.158 1.382 0.097 -0.036
H 1.891 0.096 -1.167 0.301
H 1.480 -0.325 0.613 0.238
H -0.106 2.339 -0.356 0.200
H 0.262 1.445 1.181 0.215
O 0.478 -1.348 1.660 -1.267
H 0.900 -2.057 2.150 0.482
Fe -1.416 -1.372 1.282 1.001
```

Record 17
DFT (ωB97M-V/def2-TZVPD) results for C3H5GdO4 as an isolated structure.

## Properties
E_HOMO (alpha / beta) = -10.517 / -12.829 eV
ΔE to the lowest compared entry with this formula, charge and spin = 695.05 kJ/mol
Kohn-Sham gap (alpha / beta) = 4.75 / 4.79 eV
multiplicity = 9
total charge = +1
lowest unoccupied orbital energy (alpha / beta) = -5.8 / -8.0 eV

The geometry in XYZ format:
```
13
Properties=species:S:1:pos:R:3:mulliken_spin:R:1
O -2.644 -0.591 0.356 -0.005
C -2.048 0.376 -0.103 -0.031
O -0.819 0.436 -0.432 -0.019
O -2.708 1.547 -0.316 -0.003
H -3.646 1.362 -0.442 0.000
C 2.184 -1.726 0.141 0.682
O 2.277 -0.539 0.438 0.610
C 0.939 -2.392 -0.304 0.119
H 3.058 -2.381 0.323 0.132
H 0.795 -2.078 -1.360 0.056
H 0.158 -2.228 0.454 0.045
H 1.111 -3.480 -0.294 0.000
Gd 1.031 1.567 0.497 6.414
```

Record 18
DFT (ωB97M-V/def2-TZVPD) results for C3H5HgO2 as an isolated structure.

## Properties
E_HOMO (alpha / beta) = -1.314 / -3.078 eV
ΔE to the lowest compared entry with this formula, charge and spin = 264.85 kJ/mol
Kohn-Sham gap (alpha / beta) = 5.09 / 5.18 eV
multiplicity = 3
total charge = -1
lowest unoccupied orbital energy (alpha / beta) = 3.8 / 2.1 eV

The geometry in XYZ format:
```
11
Properties=species:S:1:pos:R:3:nbo_charge:R:1
H -1.409 0.578 2.043 -0.331
O 0.335 -0.731 -0.397 -0.582
C 0.313 0.564 -0.479 0.089
O -0.963 1.030 -0.463 -0.526
C -1.983 0.357 0.156 -0.183
H -2.916 0.918 0.160 0.171
H -1.959 -0.732 0.175 0.181
C 1.664 -1.415 -0.222 -0.211
H 2.104 -0.940 0.682 0.136
H 2.272 -1.070 -1.087 0.129
Hg 2.541 1.440 -0.568 0.128
```

Record 19
DFT (ωB97M-V/def2-TZVPD) results for a 2-piece molecular cluster, C3H5I overall.

## Properties
E_HOMO (alpha / beta) = -8.635 / -8.816 eV
ΔE to the lowest compared entry with this formula, charge and spin = 485.84 kJ/mol
Kohn-Sham gap (alpha / beta) = 8.72 / 8.18 eV
lowest unoccupied orbital energy (alpha / beta) = 0.1 / -0.6 eV

The geometry in XYZ format:
```
9
Properties=species:S:1:pos:R:3:nbo_charge:R:1
C -1.529 -0.415 0.798 -0.579
C -0.188 -0.235 0.987 -0.131
C 0.999 0.538 -1.496 -0.466
I 1.197 -0.177 2.579 0.185
H -2.087 -0.785 1.667 0.231
H -1.702 -0.454 -0.241 0.241
H 1.817 -0.255 -1.316 0.180
H 0.248 0.401 -2.106 0.155
H 1.244 1.381 -0.873 0.184
```

Record 20
DFT (ωB97M-V/def2-TZVPD) results for a 2-piece molecular cluster, C3H5I3Si overall.

## Properties
E_HOMO (alpha / beta) = -8.266 / -8.579 eV
ΔE to the lowest compared entry with this formula, charge and spin = 352.90 kJ/mol
Kohn-Sham gap (alpha / beta) = 7.73 / 6.21 eV
lowest unoccupied orbital energy (alpha / beta) = -0.5 / -2.4 eV

The geometry in XYZ format:
```
12
Properties=species:S:1:pos:R:3:nbo_charge:R:1
C -1.754 0.773 -0.012 -0.474
C -1.566 -0.675 -0.438 -0.476
C -0.944 -0.153 0.769 -0.080
Si 2.541 0.154 0.166 0.469
I 3.512 -1.817 1.353 -0.181
I 2.424 -0.327 -2.284 -0.188
I 4.032 2.107 0.546 -0.169
H -1.270 1.523 -0.621 0.227
H -2.700 1.111 0.394 0.219
H -2.376 -1.389 -0.342 0.220
H -0.967 -0.849 -1.322 0.231
H -0.932 -0.458 1.792 0.202
```

E_tot per entry: -10113.589 -10112.788 -11599.103 -22177.831 -31763.324 -30425.337 -8885.261 -8887.672 -11864.447 -10001.422 -10002.922 -9996.695 -18789.840 -18790.108 -16741.702 -45762.159 -32203.469 -11453.718 -11286.993 -35370.536 eV